Density functional theory data (ωB97M-V/def2-TZVPD) for the molecule C5H13NS.

Last columns: bonded neighbours and bond lengths (Å).
Positions of all 20 atoms, in Å:
1 C 2.562 0.507 1.089  N2 1.461, H8 1.089, H9 1.090, H10 1.081
2 N 1.196 0.137 1.450  C1 1.461, C3 1.450, H11 1.002
3 C 0.614 -0.988 0.743  N2 1.450, C4 1.538, C7 1.545, H12 1.071
4 C -0.207 -0.563 -0.486  C3 1.538, C5 1.510, H13 1.091, H14 1.097
5 C -1.076 0.636 -0.191  C4 1.510, S6 1.873, H15 1.087, H16 1.088
6 S -2.408 1.149 -1.404  C5 1.873, H17 1.340
7 C 1.489 -2.181 0.297  C3 1.545, H18 1.081, H19 1.098, H20 1.083
8 H 2.470 1.052 0.150  C1 1.089
9 H 3.186 -0.387 1.117  C1 1.090
10 H 3.026 1.169 1.808  C1 1.081
11 H 0.793 0.206 2.364  N2 1.002
12 H -0.131 -1.411 1.387  C3 1.071
13 H -0.848 -1.330 -0.925  C4 1.091
14 H 0.426 -0.247 -1.324  C4 1.097
15 H -0.513 1.562 -0.276  C5 1.087
16 H -1.619 0.648 0.751  C5 1.088
17 H -2.188 0.278 -2.397  S6 1.340
18 H 2.003 -2.730 1.073  C7 1.081
19 H 2.317 -1.727 -0.263  C7 1.098
20 H 0.900 -2.747 -0.415  C7 1.083

Calculated values
HOMO-LUMO gap, eV: 9.521
Relative energy (zero: lowest compared OMol25 entry of this formula, charge and spin), kcal per mole: 26.0
HOMO, eV: -8.5
SMILES: CN[C@H](C)CCS
LUMO energy, eV: 0.98

Density functional theory data (ωB97M-V/def2-TZVPD) for the molecule C5H13NS.

Last columns: bonded neighbours and bond lengths (Å).
Positions of all 20 atoms, in Å:
1 C 0.990 0.282 -1.098  C2 1.534, C4 1.527, H8 1.093, H9 1.092
2 C 1.870 -0.975 -1.086  C1 1.534, S3 1.808, H10 1.101, H11 1.089
3 S 1.045 -2.506 -1.581  C2 1.808, H12 1.336
4 C 0.431 0.690 0.263  C1 1.527, N5 1.455, H13 1.092, H14 1.100
5 N -0.715 -0.081 0.721  C4 1.455, C6 1.427, C7 1.453
6 C -0.893 0.221 2.103  N5 1.427, H15 1.095, H16 1.089, H17 1.112
7 C -1.888 0.317 -0.040  N5 1.453, H18 1.080, H19 1.103, H20 1.089
8 H 1.507 1.127 -1.560  C1 1.093
9 H 0.119 0.064 -1.720  C1 1.092
10 H 2.350 -1.052 -0.099  C2 1.101
11 H 2.778 -0.853 -1.673  C2 1.089
12 H 0.352 -1.924 -2.563  S3 1.336
13 H 1.227 0.549 0.997  C4 1.092
14 H 0.230 1.770 0.312  C4 1.100
15 H -0.105 -0.095 2.795  C6 1.095
16 H -1.795 -0.116 2.612  C6 1.089
17 H -0.911 1.318 2.283  C6 1.112
18 H -1.764 -0.031 -1.055  C7 1.080
19 H -2.033 1.410 -0.001  C7 1.103
20 H -2.792 -0.113 0.388  C7 1.089

Calculated values
HOMO-LUMO gap, eV: 9.615
Relative energy (zero: lowest compared OMol25 entry of this formula, charge and spin), kcal per mole: 22.8
HOMO, eV: -8.6
SMILES: CN(C)CCCS
LUMO energy, eV: 1.05

Density functional theory data (ωB97M-V/def2-TZVPD) for the molecule C5H13NS.

Last columns: bonded neighbours and bond lengths (Å).
Positions of all 20 atoms, in Å:
1 C -0.632 -0.627 1.311  N2 1.491, C6 1.517, H8 1.213, H9 1.165
2 N -0.204 -1.049 -0.054  C1 1.491, C3 1.467, H10 1.027
3 C -0.917 -0.805 -1.312  N2 1.467, C4 1.630, H11 1.142, H12 1.072
4 C -0.054 0.284 -2.163  C3 1.630, S5 1.812, H13 1.165, H14 1.148
5 S -0.933 1.851 -2.396  C4 1.812, H15 1.340
6 C 0.539 -0.170 2.159  C1 1.517, C7 1.487, H16 1.203, H17 1.138
7 C 1.375 0.861 1.488  C6 1.487, H18 1.097, H19 1.144, H20 1.143
8 H -1.464 0.240 1.144  C1 1.213
9 H -1.094 -1.567 1.820  C1 1.165
10 H 0.478 -1.817 -0.050  N2 1.027
11 H -2.018 -0.508 -1.234  C3 1.142
12 H -1.006 -1.701 -1.893  C3 1.072
13 H 0.961 0.521 -1.642  C4 1.165
14 H 0.224 -0.104 -3.208  C4 1.148
15 H -1.342 1.670 -3.660  S5 1.340
16 H 1.247 -0.923 2.776  C6 1.203
17 H 0.036 0.370 3.026  C6 1.138
18 H 0.880 1.020 0.522  C7 1.097
19 H 1.449 1.865 2.030  C7 1.144
20 H 2.474 0.588 1.337  C7 1.143

Calculated values
HOMO-LUMO gap, eV: 9.109
Relative energy (zero: lowest compared OMol25 entry of this formula, charge and spin), kcal per mole: 48.4
HOMO, eV: -8.2
SMILES: CCCNCCS
LUMO energy, eV: 0.93

Density functional theory data (ωB97M-V/def2-TZVPD) for the molecule C5H13NS.

Last columns: bonded neighbours and bond lengths (Å).
Positions of all 20 atoms, in Å:
1 C -0.482 0.797 -1.877  N2 1.454, C7 1.523, H8 1.089, H9 1.100
2 N 0.724 0.611 -1.086  C1 1.454, C3 1.465, H10 1.018
3 C 0.607 -0.317 0.042  N2 1.465, C4 1.538, C6 1.514, H11 1.086
4 C -0.483 0.053 1.061  C3 1.538, S5 1.794, H12 1.094, H13 1.088
5 S -1.037 -1.309 2.089  C4 1.794, H14 1.339
6 C 1.952 -0.417 0.731  C3 1.514, H15 1.093, H16 1.097, H17 1.085
7 C -0.164 1.652 -3.097  C1 1.523, H18 1.089, H19 1.102, H20 1.091
8 H -0.860 -0.187 -2.154  C1 1.089
9 H -1.307 1.268 -1.323  C1 1.100
10 H 1.006 1.521 -0.730  N2 1.018
11 H 0.358 -1.275 -0.405  C3 1.086
12 H -0.130 0.909 1.643  C4 1.094
13 H -1.365 0.425 0.544  C4 1.088
14 H -0.397 -1.014 3.228  S5 1.339
15 H 2.548 -1.312 0.536  C6 1.093
16 H 2.648 0.361 0.392  C6 1.097
17 H 1.963 -0.307 1.811  C6 1.085
18 H 0.451 2.496 -2.789  C7 1.089
19 H 0.405 1.100 -3.863  C7 1.102
20 H -1.039 2.041 -3.621  C7 1.091

Calculated values
HOMO-LUMO gap, eV: 9.613
Relative energy (zero: lowest compared OMol25 entry of this formula, charge and spin), kcal per mole: 9.6
HOMO, eV: -8.7
SMILES: CCN[C@@H](C)CS
LUMO energy, eV: 0.94

Density functional theory data (ωB97M-V/def2-TZVPD) for a cluster of 3 separate species, C5H13NS in total.

Last columns: bonded neighbours and bond lengths (Å).
Positions of all 20 atoms, in Å:
1 C 0.528 -1.676 0.399  N2 1.435, C7 1.525, H8 1.163, H9 1.126
2 N 0.540 -1.683 -1.036  C1 1.435, H10 0.960
3 C 0.065 1.866 -1.619  C4 1.356, C6 1.503, H11 1.086
4 C -0.457 0.671 -1.989  C3 1.356, H12 1.248, H13 1.149
5 S -0.161 0.838 2.896  H14 1.344
6 C 0.234 2.248 -0.175  C3 1.503, H15 1.091, H16 1.145, H17 1.129
7 C -0.929 -1.698 0.850  C1 1.525, H18 1.108, H19 1.090, H20 1.076
8 H 1.023 -0.738 0.876  C1 1.163
9 H 1.071 -2.546 0.865  C1 1.126
10 H 1.395 -2.037 -1.293  N2 0.960
11 H 0.292 2.643 -2.343  C3 1.086
12 H 0.027 -0.359 -1.476  C4 1.248
13 H -1.221 0.592 -2.844  C4 1.149
14 H 0.567 -0.187 3.372  S5 1.344
15 H -0.401 3.102 0.064  C6 1.091
16 H 1.316 2.579 0.006  C6 1.145
17 H -0.026 1.437 0.567  C6 1.129
18 H -1.029 -1.706 1.953  C7 1.108
19 H -1.469 -2.558 0.454  C7 1.090
20 H -1.363 -0.787 0.475  C7 1.076

Calculated values
HOMO-LUMO gap (spin up / spin down), eV: 4.058 / 3.736
Relative energy (zero: lowest compared OMol25 entry of this formula, charge and spin), kcal per mole: 174.4
2S+1: 2
HOMO (spin up / spin down), eV: -12.4 / -12.1
LUMO energy (spin up / spin down), eV: -8.34 / -8.32
Total charge: +1

Density functional theory data (ωB97M-V/def2-TZVPD) for the molecule C5H13NSi.

Last columns: bonded neighbours and bond lengths (Å).
Positions of all 20 atoms, in Å:
1 C 0.707 -0.167 -1.001  C2 1.461, N6 1.463, Si7 1.910, H8 1.144
2 C 1.661 0.913 -1.234  C1 1.461, H9 1.018, H10 1.043, H11 1.066
3 C 1.661 -1.596 0.990  N6 1.428, H12 1.047, H13 1.079, H14 1.170
4 C -1.284 1.853 0.941  Si7 2.105, H15 1.171, H16 1.063, H17 1.144
5 C -2.497 -0.924 -0.215  Si7 1.932, H18 1.071, H19 1.054, H20 1.119
6 N 0.634 -0.963 0.225  C1 1.463, C3 1.428, Si7 1.724
7 Si -0.818 -0.038 0.142  C1 1.910, C4 2.105, C5 1.932, N6 1.724
8 H 0.706 -0.989 -1.797  C1 1.144
9 H 1.312 1.853 -1.056  C2 1.018
10 H 2.117 0.842 -2.170  C2 1.043
11 H 2.531 0.790 -0.629  C2 1.066
12 H 1.267 -2.041 1.851  C3 1.047
13 H 2.159 -2.257 0.298  C3 1.079
14 H 2.443 -0.803 1.347  C3 1.170
15 H -2.071 2.484 0.346  C4 1.171
16 H -1.619 1.713 1.939  C4 1.063
17 H -0.283 2.404 0.997  C4 1.144
18 H -2.976 -0.332 -0.970  C5 1.071
19 H -2.299 -1.917 -0.509  C5 1.054
20 H -3.348 -0.826 0.505  C5 1.119

Calculated values
HOMO-LUMO gap, eV: 8.978
Relative energy (zero: lowest compared OMol25 entry of this formula, charge and spin), kcal per mole: 59.0
HOMO, eV: -8.2
SMILES: C[C@H]1N(C)[Si]1(C)C
LUMO energy, eV: 0.78

Density functional theory data (ωB97M-V/def2-TZVPD) for a cluster of 2 separate species, C5H13NSi in total.

Last columns: bonded neighbours and bond lengths (Å).
Positions of all 20 atoms, in Å:
1 C -2.306 0.904 0.109  C2 1.324, C3 1.478, H8 1.046
2 C -1.490 0.894 -0.932  C1 1.324, H9 1.030
3 C -3.350 1.926 0.336  C1 1.478, H10 1.058, H11 1.085, H12 1.088
4 C 2.228 0.240 -0.071  N6 1.403, H13 1.038, H14 1.080, H15 1.087
5 C 2.169 -1.820 0.943  N6 1.414, H16 1.088, H17 1.050, H18 1.086
6 N 1.664 -1.044 -0.127  C4 1.403, C5 1.414, Si7 1.679
7 Si 0.487 -1.528 -1.222  N6 1.679, H19 1.427, H20 1.383
8 H -2.082 0.092 0.730  C1 1.046
9 H -1.410 1.795 -1.425  C2 1.030
10 H -2.858 2.856 0.231  C3 1.058
11 H -3.785 1.910 1.331  C3 1.085
12 H -4.182 1.988 -0.362  C3 1.088
13 H 3.243 0.417 0.047  C4 1.038
14 H 1.956 0.851 -0.918  C4 1.080
15 H 1.790 0.808 0.747  C4 1.087
16 H 3.239 -1.812 0.745  C5 1.088
17 H 2.125 -1.343 1.877  C5 1.050
18 H 1.884 -2.867 0.989  C5 1.086
19 H 0.526 -1.689 -2.639  Si7 1.427
20 H 0.151 -2.580 -0.389  Si7 1.383

Calculated values
HOMO-LUMO gap (spin up / spin down), eV: 7.315 / 7.282
Relative energy (zero: lowest compared OMol25 entry of this formula, charge and spin), kcal per mole: 142.2
HOMO (spin up / spin down), eV: -7.3 / -7.3
LUMO energy (spin up / spin down), eV: 0.00 / 0.00

Density functional theory data (ωB97M-V/def2-TZVPD) for a cluster of 2 separate species, C5H13NSi in total.

Last columns: bonded neighbours and bond lengths (Å).
Positions of all 20 atoms, in Å:
1 C -0.770 -0.211 -3.015  C2 1.353, H8 1.165, H9 1.041
2 C 0.518 0.171 -2.858  C1 1.353, C5 1.425, H10 1.095
3 C -1.482 -0.835 1.099  Si7 1.938, H11 1.101, H12 1.101, H13 1.193
4 C -0.002 1.010 2.849  Si7 1.841, H14 1.125, H15 1.093, H16 1.213
5 C 1.455 -0.244 -1.867  C2 1.425, H17 1.165, H18 1.054
6 N 0.971 0.725 0.130  Si7 1.719, H19 0.991
7 Si 0.296 -0.147 1.449  C3 1.938, C4 1.841, N6 1.719, H20 1.457
8 H -1.428 0.022 -3.947  C1 1.165
9 H -1.253 -0.792 -2.300  C1 1.041
10 H 1.041 0.724 -3.646  C2 1.095
11 H -2.074 -0.303 0.338  C3 1.101
12 H -1.547 -1.913 0.882  C3 1.101
13 H -1.958 -0.696 2.184  C3 1.193
14 H -0.561 1.915 2.482  C4 1.125
15 H -0.723 0.573 3.545  C4 1.093
16 H 0.971 1.258 3.530  C4 1.213
17 H 2.556 0.096 -2.039  C5 1.165
18 H 1.348 -1.120 -1.291  C5 1.054
19 H 1.912 1.030 0.192  N6 0.991
20 H 0.729 -1.260 2.284  Si7 1.457

Calculated values
HOMO-LUMO gap (spin up / spin down), eV: 7.613 / 8.085
Relative energy (zero: lowest compared OMol25 entry of this formula, charge and spin), kcal per mole: 100.8
HOMO (spin up / spin down), eV: -8.6 / -8.9
LUMO energy (spin up / spin down), eV: -0.96 / -0.86